# 1
Here is C2H5NS2 in the gas phase in a non-equilibrium geometry from the Open Molecules 2025 dataset. Energies are from wB97M-V/def2-TZVPD.

Bonds (Å) are listed after each position.
Element x y z (Å)
1 C -1.0710 -0.6916 -0.1366  C2 1.491, H3 1.092, H4 1.084, H5 1.111
2 C -0.4026 0.3955 0.6339  C1 1.491, N8 1.344, S9 1.590
3 H -1.1083 -0.3250 -1.1648  C1 1.092
4 H -2.0709 -0.7362 0.2804  C1 1.084
5 H -0.4359 -1.6037 -0.1392  C1 1.111
6 H 1.1385 1.5508 0.5608  N8 1.008
7 H 2.4251 -0.7193 -0.7205  S10 1.394
8 N 0.8109 0.6954 0.1394  C2 1.344, H6 1.008, S10 1.737
9 S -0.8276 1.2730 1.8895  C2 1.590
10 S 1.5418 0.1611 -1.3428  H7 1.394, N8 1.737

The energy above the lowest of the compared OMol25 structures with the same formula, charge and spin comes out at 22.9 kcal per mole. The calculation puts the HOMO energy at -8.67 eV. The value obtained for the gap between HOMO and LUMO is 9.174 eV. The total charge is 0. The calculation puts the total energy at -25314.83402 eV.

***

# 2
Here is 2 unconnected molecules or ions with the total composition C6H5Cl2NO2S in a non-equilibrium geometry from the Open Molecules 2025 dataset. Energies are from wB97M-V/def2-TZVPD.

Bonds (Å) are listed after each position.
Element x y z (Å)
1 C 2.1493 -0.7281 -0.9411  C2 1.422, C3 1.390, H13 1.092
2 C 2.3371 0.6805 -0.8842  C1 1.422, C4 1.373, H14 1.048
3 C 1.1117 -1.1326 -0.1088  C1 1.390, N7 1.441, O8 1.346
4 C 1.4714 1.1100 0.0909  C2 1.373, N7 1.373, O9 1.288
5 C -3.5072 -0.4452 0.3846  C6 1.317, Cl11 1.749, H15 1.103
6 C -2.7708 0.6274 0.1821  C5 1.317, Cl12 1.723
7 N 0.6177 0.0977 0.4548  C3 1.441, C4 1.373, S10 1.702
8 O 0.6835 -2.3892 0.1108  C3 1.346, H16 0.955
9 O 1.2223 2.2345 0.6673  C4 1.288, H17 0.957
10 S -0.5043 0.1697 1.7326  N7 1.702
11 Cl -4.8754 -1.0750 -0.5035  C5 1.749
12 Cl -3.0353 2.0764 -0.7127  C6 1.723
13 H 2.5442 -1.3231 -1.7673  C1 1.092
14 H 3.2357 1.1272 -1.1850  C2 1.048
15 H -2.9696 -1.1969 0.9859  C5 1.103
16 H 0.2180 -2.4952 0.9376  O8 0.955
17 H 2.0719 2.6617 0.5560  O9 0.957

The energy above the lowest of the compared OMol25 structures with the same formula, charge and spin comes out at 88.3 kcal per mole. The calculation puts the HOMO energy (spin up / spin down) at -7.49 / -7.49 eV. The value obtained for the gap between HOMO and LUMO (spin up / spin down) is 5.078 / 5.083 eV. The total charge is 0. The calculation puts the total energy at -47762.73733 eV.

***

# 3
Here is 11 unconnected molecules or ions with the total composition C41H114N10O11 in a non-equilibrium geometry from the Open Molecules 2025 dataset. Energies are from wB97M-V/def2-TZVPD.

Bonds (Å) are listed after each position.
Element x y z (Å)
1 C -1.7255 -9.6189 7.4393  C2 1.536, H7 1.090, H8 1.090, H9 1.090
2 C -0.7408 -8.9101 6.4967  C1 1.536, C3 1.550, N6 1.445, H10 1.090
3 C -1.3381 -7.5263 6.1330  C2 1.550, O4 1.448, H11 1.090, H12 1.090
4 O -0.6174 -6.8993 5.0442  C3 1.448, C5 1.417
5 C -1.1189 -5.6341 4.6488  O4 1.417, H13 1.090, H14 1.090, H15 1.090
6 N 0.5267 -8.7537 7.1717  C2 1.445, H16 1.010, H17 1.010
7 H -2.1402 -9.0061 8.2397  C1 1.090
8 H -1.2927 -10.5359 7.8390  C1 1.090
9 H -2.6177 -10.0026 6.9444  C1 1.090
10 H -0.6703 -9.3460 5.5001  C2 1.090
11 H -1.3504 -6.8367 6.9770  C3 1.090
12 H -2.3448 -7.7433 5.7759  C3 1.090
13 H -0.8614 -4.8720 5.3843  C5 1.090
14 H -2.1754 -5.7695 4.4175  C5 1.090
15 H -0.6755 -5.2921 3.7136  C5 1.090
16 H 0.3480 -8.1051 7.9250  N6 1.010
17 H 1.1441 -8.2476 6.5530  N6 1.010
18 C 5.1698 -2.9769 4.9046  C19 1.552, H24 1.090, H25 1.090, H26 1.090
19 C 5.5613 -4.2734 5.6629  C18 1.552, C20 1.597, N23 1.421, H27 1.090
20 C 5.9829 -5.5531 4.8048  C19 1.597, O21 1.396, H28 1.090, H29 1.090
21 O 6.0150 -6.7200 5.5699  C20 1.396, C22 1.455
22 C 6.2029 -7.9572 4.8270  O21 1.455, H30 1.090, H31 1.090, H32 1.090
23 N 6.6517 -3.8177 6.4518  C19 1.421, H33 1.010, H34 1.010
24 H 4.8894 -2.2274 5.6447  C18 1.090
25 H 4.3544 -3.0614 4.1861  C18 1.090
26 H 5.9757 -2.4485 4.3952  C18 1.090
27 H 4.7525 -4.6470 6.2909  C19 1.090
28 H 6.9039 -5.3080 4.2760  C20 1.090
29 H 5.1666 -5.5448 4.0826  C20 1.090
30 H 7.0103 -7.8144 4.1087  C22 1.090
31 H 5.3011 -8.2584 4.2940  C22 1.090
32 H 6.4306 -8.7824 5.5018  C22 1.090
33 H 7.0763 -4.6551 6.8239  N23 1.010
34 H 7.4294 -3.5720 5.8561  N23 1.010
35 C -5.7406 5.6375 -3.0036  C36 1.516, H41 1.090, H42 1.090, H43 1.090
36 C -4.7323 6.6601 -2.5195  C35 1.516, C37 1.559, N40 1.436, H44 1.090
37 C -5.3975 8.0448 -2.2540  C36 1.559, O38 1.454, H45 1.090, H46 1.090
38 O -5.7113 8.8081 -3.4508  C37 1.454, C39 1.414
39 C -6.0309 10.1574 -3.1763  O38 1.414, H47 1.090, H48 1.090, H49 1.090
40 N -4.1111 6.0594 -1.3723  C36 1.436, H50 1.010, H51 1.010
41 H -6.4532 5.4421 -2.2023  C35 1.090
42 H -5.2634 4.6667 -3.1372  C35 1.090
43 H -6.2591 5.8362 -3.9416  C35 1.090
44 H -3.8836 6.7821 -3.1925  C36 1.090
45 H -4.7140 8.6458 -1.6543  C37 1.090
46 H -6.2853 7.8525 -1.6515  C37 1.090
47 H -5.2524 10.7238 -2.6651  C39 1.090
48 H -6.9425 10.2590 -2.5873  C39 1.090
49 H -6.2098 10.6333 -4.1404  C39 1.090
50 H -3.5452 6.8077 -0.9983  N40 1.010
51 H -4.8531 5.8099 -0.7342  N40 1.010
52 C -1.4120 10.4703 -8.3627  C53 1.494, H58 1.090, H59 1.090, H60 1.090
53 C -1.2268 9.0758 -7.8593  C52 1.494, C54 1.532, N57 1.442, H61 1.090
54 C -0.2776 8.9628 -6.6618  C53 1.532, O55 1.403, H62 1.090, H63 1.090
55 O 0.2023 7.6526 -6.5156  C54 1.403, C56 1.441
56 C 1.3487 7.5917 -5.6449  O55 1.441, H64 1.090, H65 1.090, H66 1.090
57 N -2.5203 8.4912 -7.6062  C53 1.442, H67 1.010, H68 1.010
58 H -2.0587 10.5632 -9.2352  C52 1.090
59 H -0.4678 10.9635 -8.5936  C52 1.090
60 H -1.9115 11.0544 -7.5897  C52 1.090
61 H -0.7928 8.4561 -8.6440  C53 1.090
62 H -0.7229 9.1525 -5.6851  C54 1.090
63 H 0.5088 9.7102 -6.7672  C54 1.090
64 H 1.1815 7.9698 -4.6363  C56 1.090
65 H 2.2034 7.9732 -6.2035  C56 1.090
66 H 1.5042 6.5157 -5.5675  C56 1.090
67 H -2.9055 8.9551 -6.7959  N57 1.010
68 H -2.3719 7.5146 -7.3960  N57 1.010
69 C -9.2049 -5.7686 -0.5235  C70 1.580, H75 1.090, H76 1.090, H77 1.090
70 C -8.4308 -6.6282 -1.5992  C69 1.580, C71 1.570, N74 1.446, H78 1.090
71 C -6.8909 -6.3244 -1.5822  C70 1.570, O72 1.427, H79 1.090, H80 1.090
72 O -6.7383 -5.0770 -2.2591  C71 1.427, C73 1.398
73 C -5.6188 -4.3369 -1.8691  O72 1.398, H81 1.090, H82 1.090, H83 1.090
74 N -8.6917 -8.0165 -1.2916  C70 1.446, H84 1.010, H85 1.010
75 H -9.2318 -4.7100 -0.7819  C69 1.090
76 H -8.7345 -5.8235 0.4582  C69 1.090
77 H -10.2520 -6.0626 -0.4514  C69 1.090
78 H -8.8909 -6.3738 -2.5540  C70 1.090
79 H -6.2233 -7.0794 -1.9975  C71 1.090
80 H -6.5307 -6.3443 -0.5536  C71 1.090
81 H -5.4508 -4.2758 -0.7938  C73 1.090
82 H -5.7203 -3.2782 -2.1076  C73 1.090
83 H -4.7591 -4.7062 -2.4282  C73 1.090
84 H -9.6487 -8.3392 -1.2845  N74 1.010
85 H -8.3423 -8.5139 -2.0982  N74 1.010
86 C -1.4627 2.2997 6.8662  C87 1.525, H92 1.090, H93 1.090, H94 1.090
87 C -1.8763 2.4944 8.3209  C86 1.525, C88 1.562, N91 1.471, H95 1.090
88 C -0.9566 1.6764 9.2827  C87 1.562, O89 1.434, H96 1.090, H97 1.090
89 O -1.2609 0.2811 9.1535  C88 1.434, C90 1.440
90 C -2.5402 -0.1518 9.6524  O89 1.440, H98 1.090, H99 1.090, H100 1.090
91 N -1.8836 3.9457 8.5581  C87 1.471, H101 1.010, H102 1.010
92 H -1.5923 1.2944 6.4653  C86 1.090
93 H -0.4359 2.5394 6.5899  C86 1.090
94 H -2.1676 2.8175 6.2157  C86 1.090
95 H -2.8767 2.0683 8.3961  C87 1.090
96 H -1.0486 1.9944 10.3212  C88 1.090
97 H 0.0639 1.8542 8.9435  C88 1.090
98 H -2.7361 -1.2068 9.4608  C90 1.090
99 H -3.3716 0.3812 9.1912  C90 1.090
100 H -2.4579 -0.0086 10.7298  C90 1.090
101 H -2.4622 4.2818 7.8015  N91 1.010
102 H -0.9735 4.3727 8.4610  N91 1.010
103 C -7.1702 0.4605 3.5145  C104 1.546, H109 1.090, H110 1.090, H111 1.090
104 C -8.4286 1.2006 3.0059  C103 1.546, C105 1.606, N108 1.462, H112 1.090
105 C -9.6876 0.8626 3.9442  C104 1.606, O106 1.413, H113 1.090, H114 1.090
106 O -10.8548 1.5402 3.5243  C105 1.413, C107 1.424
107 C -11.5945 0.7892 2.5669  O106 1.424, H115 1.090, H116 1.090, H117 1.090
108 N -8.0519 2.6089 3.1157  C104 1.462, H118 1.010, H119 1.010
109 H -6.4052 0.5190 2.7402  C103 1.090
110 H -7.4772 -0.5695 3.6958  C103 1.090
111 H -6.7718 0.8527 4.4503  C103 1.090
112 H -8.5999 0.9221 1.9661  C104 1.090
113 H -9.3435 1.2257 4.9126  C105 1.090
114 H -9.7901 -0.2170 4.0539  C105 1.090
115 H -12.1526 -0.0281 3.0237  C107 1.090
116 H -11.0655 0.4561 1.6739  C107 1.090
117 H -12.3304 1.4788 2.1533  C107 1.090
118 H -8.8395 3.1254 2.7509  N108 1.010
119 H -8.0714 2.8015 4.1070  N108 1.010
120 C 7.1058 -3.2189 -2.4283  C121 1.473, H126 1.090, H127 1.090, H128 1.090
121 C 7.9871 -2.8205 -3.5397  C120 1.473, C122 1.561, N125 1.431, H129 1.090
122 C 8.4849 -3.9336 -4.5148  C121 1.561, O123 1.418, H130 1.090, H131 1.090
123 O 9.1474 -4.9613 -3.7962  C122 1.418, C124 1.436
124 C 9.4913 -6.0879 -4.6183  O123 1.436, H132 1.090, H133 1.090, H134 1.090
125 N 7.2322 -1.7802 -4.1680  C121 1.431, H135 1.010, H136 1.010
126 H 6.8728 -2.4532 -1.6884  C120 1.090
127 H 7.5570 -4.0734 -1.9240  C120 1.090
128 H 6.1241 -3.5704 -2.7460  C120 1.090
129 H 8.8623 -2.4335 -3.0179  C121 1.090
130 H 9.2117 -3.5365 -5.2235  C122 1.090
131 H 7.6177 -4.3767 -5.0045  C122 1.090
132 H 8.5581 -6.4879 -5.0147  C124 1.090
133 H 9.9079 -6.8795 -3.9956  C124 1.090
134 H 10.1765 -5.7446 -5.3934  C124 1.090
135 H 7.7752 -1.2816 -4.8583  N125 1.010
136 H 6.4019 -2.1370 -4.6189  N125 1.010
137 C -0.3497 1.2843 -8.2900  C138 1.561, H143 1.090, H144 1.090, H145 1.090
138 C 0.9125 0.3942 -8.0647  C137 1.561, C139 1.582, N142 1.427, H146 1.090
139 C 0.7104 -0.7878 -7.0331  C138 1.582, O140 1.438, H147 1.090, H148 1.090
140 O 1.9463 -1.5160 -7.1258  C139 1.438, C141 1.392
141 C 1.8113 -2.8999 -7.0572  O140 1.392, H149 1.090, H150 1.090, H151 1.090
142 N 1.3285 -0.0238 -9.3641  C138 1.427, H152 1.010, H153 1.010
143 H -1.0845 0.7082 -8.8523  C137 1.090
144 H -0.1362 2.1347 -8.9375  C137 1.090
145 H -0.8013 1.6400 -7.3639  C137 1.090
146 H 1.6706 1.0379 -7.6184  C138 1.090
147 H -0.0917 -1.4492 -7.3608  C139 1.090
148 H 0.5934 -0.4932 -5.9902  C139 1.090
149 H 1.4638 -3.2510 -6.0855  C141 1.090
150 H 2.8250 -3.2947 -7.1253  C141 1.090
151 H 1.2093 -3.4108 -7.8086  C141 1.090
152 H 1.8257 -0.8952 -9.2472  N142 1.010
153 H 0.5317 -0.3978 -9.8595  N142 1.010
154 C 8.9750 5.3136 -0.8088  C155 1.538, H160 1.090, H161 1.090, H162 1.090
155 C 9.6295 3.9287 -0.6712  C154 1.538, C156 1.573, N159 1.460, H163 1.090
156 C 10.7379 3.6756 0.4159  C155 1.573, O157 1.440, H164 1.090, H165 1.090
157 O 11.3453 2.3994 0.1404  C156 1.440, C158 1.427
158 C 12.6576 2.4477 -0.4184  O157 1.427, H166 1.090, H167 1.090, H168 1.090
159 N 8.6022 2.9807 -0.2486  C155 1.460, H169 1.010, H170 1.010
160 H 8.0383 5.1438 -1.3398  C154 1.090
161 H 9.5379 6.0918 -1.3243  C154 1.090
162 H 8.6958 5.6816 0.1784  C154 1.090
163 H 10.0272 3.6977 -1.6595  C155 1.090
164 H 10.2789 3.5094 1.3905  C156 1.090
165 H 11.4228 4.5036 0.5989  C156 1.090
166 H 13.2983 3.0291 0.2446  C158 1.090
167 H 12.7137 2.7195 -1.4724  C158 1.090
168 H 13.0807 1.4432 -0.4284  C158 1.090
169 H 8.1431 2.6168 -1.0713  N159 1.010
170 H 8.9703 2.0910 0.0565  N159 1.010
171 C 1.1639 1.4834 -0.1357  O172 1.428, H173 1.090, H174 1.090, H175 1.090
172 O -0.2280 1.1676 -0.1640  C171 1.428, H176 0.960
173 H 1.3089 2.2935 0.5790  C171 1.090
174 H 1.7999 0.6498 0.1621  C171 1.090
175 H 1.5031 1.6764 -1.1534  C171 1.090
176 H -0.6668 1.9661 -0.4663  O172 0.960

The energy above the lowest of the compared OMol25 structures with the same formula, charge and spin comes out at 106.6 kcal per mole. The calculation puts the HOMO energy at -9.05 eV. The value obtained for the gap between HOMO and LUMO is 9.427 eV. The total charge is 0. The calculation puts the total energy at -81779.00956 eV.

***

# 4
Here is C4H9NO in the gas phase in a non-equilibrium geometry from the Open Molecules 2025 dataset. Energies are from wB97M-V/def2-TZVPD.

Bonds (Å) are listed after each position.
Element x y z (Å)
1 C -1.5694 1.1572 -0.5450  N2 1.370, O6 1.209, H7 1.104
2 N -0.4702 0.5233 -1.0620  C1 1.370, C3 1.463, H8 1.006
3 C 0.2090 -0.6299 -0.4708  N2 1.463, C4 1.533, H9 1.087, H10 1.091
4 C 1.0009 -0.4759 0.8325  C3 1.533, C5 1.588, H11 1.082, H12 1.090
5 C 2.1382 -1.5718 0.6690  C4 1.588, H13 1.083, H14 1.092, H15 1.088
6 O -1.8224 1.2875 0.6304  C1 1.209
7 H -2.2710 1.5319 -1.3109  C1 1.104
8 H -0.0087 1.0574 -1.7783  N2 1.006
9 H 0.8991 -0.8678 -1.2764  C3 1.087
10 H -0.4865 -1.4702 -0.4405  C3 1.091
11 H 0.5406 -0.6950 1.7871  C4 1.082
12 H 1.6078 0.4292 0.8380  C4 1.090
13 H 1.7297 -2.5318 0.3797  C5 1.083
14 H 2.8135 -1.1971 -0.1036  C5 1.092
15 H 2.7995 -1.6748 1.5264  C5 1.088

The energy above the lowest of the compared OMol25 structures with the same formula, charge and spin comes out at 32.0 kcal per mole. The calculation puts the HOMO energy at -9.65 eV. The value obtained for the gap between HOMO and LUMO is 10.577 eV. The total charge is 0. The calculation puts the total energy at -7830.93419 eV.